Entry from the Open Molecules 2025 dataset: a structure of composition C25H35CdFN2O8P2S2Si in a non-equilibrium geometry (ωB97M-V/def2-TZVPD).

ORCA input file:
```
! RIJCOSX wB97M-V def2-TZVPD def2/J DEFGRID3
* xyz -2 1
Cd 0.7839 -0.9205 -0.7631
C -1.1396 2.8562 1.4182
Si -2.0922 2.2542 2.9066
C -1.5149 3.3178 4.3820
C -3.9338 2.5392 2.6594
N -1.7331 0.5784 3.1978
C -2.6446 -0.4452 3.4428
C -3.6356 -0.3341 4.3995
C -4.4730 -1.4361 4.6158
C -4.3952 -2.6292 3.8713
C -3.4024 -2.7385 2.8865
C -2.5127 -1.6628 2.7476
F -1.4941 -1.7297 1.8794
H -0.8204 3.9239 1.5582
H -1.8141 2.7885 0.5380
H -0.2083 2.3026 1.1982
H -1.7483 4.4207 4.3031
H -0.4371 3.2209 4.4727
H -1.8218 2.9577 5.3690
H -4.6273 1.9278 3.2682
H -4.1328 2.2698 1.5895
H -4.1687 3.6037 2.7249
H -3.7895 0.5435 4.9858
H -5.1933 -1.4604 5.4148
H -5.0020 -3.5300 4.0160
H -3.2191 -3.6328 2.2732
S 1.2929 -3.4206 0.3022
C 1.6351 -4.2401 -1.2179
C 2.2995 -5.4394 -1.1899
C 2.6783 -6.1260 -2.3797
C 2.2849 -5.6980 -3.6363
C 1.5897 -4.4960 -3.6803
C 1.2229 -3.7865 -2.5283
S 0.2985 -2.2772 -2.8014
H 2.5819 -5.9023 -0.2166
H 3.2441 -7.0326 -2.2713
H 2.6147 -6.1941 -4.5168
H 1.2932 -4.0842 -4.6481
O 0.6610 0.1270 1.1903
C 1.7966 -0.2105 1.8878
C 2.8765 0.8575 1.6870
C 2.9277 1.4695 0.2471
C 3.8331 0.6303 -0.6049
C 5.2248 0.7818 -0.5837
C 5.9872 -0.1842 -1.2318
C 5.3856 -1.1735 -1.9786
C 4.0106 -1.1752 -2.0701
N 3.2484 -0.3161 -1.3698
H -0.9787 0.1913 2.4927
H 2.1223 -1.2532 1.6751
H 1.5940 -0.2152 3.0057
H 3.8796 0.5463 1.9599
H 2.5503 1.7172 2.3610
H 3.3284 2.5112 0.3092
H 1.9151 1.4755 -0.1134
H 5.6583 1.5800 0.0173
H 7.0513 -0.2124 -1.1052
H 5.8789 -2.0127 -2.4583
H 3.4393 -1.9544 -2.6150
C -2.3964 3.2906 -2.3542
C -1.5625 2.4549 -3.2622
O -1.8366 2.8921 -4.6073
P -2.1343 0.7084 -3.0211
O -3.6956 0.6888 -3.5244
O -1.5467 -0.1428 -4.2204
O -1.9897 0.2411 -1.6177
P 0.2911 2.4430 -2.9504
O 0.4798 3.5253 -1.6965
O 0.8165 3.0264 -4.2219
O 0.6736 1.0984 -2.4172
H -3.4565 3.2215 -2.7050
H -2.0493 4.3279 -2.4196
H -2.3791 2.8961 -1.3192
H -0.9494 3.0137 -5.0119
H -4.1802 0.2160 -2.8484
H -0.6109 -0.4476 -4.2159
H 0.2702 3.0770 -0.8601
*
```

HOMO-LUMO gap in eV: 5.7858
Energy above the lowest of the compared OMol25 structures with the same formula, charge and spin in kJ/mol: 0.00
HOMO level in eV: -1.50
Strongest force on any atom in eV/Å: 2.88

Formally, the Mulliken partial charges of the atoms, in units of the elementary charge, are as follows:
1 Cd 2.4203
2 C 0.8653
3 Si 0.0734
4 C -1.1447
5 C -1.0527
6 N 0.0549
7 C 0.1050
8 C -0.2451
9 C -0.6851
10 C -0.4987
11 C -0.7166
12 C 0.3609
13 F 0.0033
14 H 0.4296
15 H -0.6556
16 H -0.8006
17 H 0.2866
18 H 0.3024
19 H 0.3315
20 H 0.3569
21 H 0.2663
22 H 0.3428
23 H 0.5625
24 H 0.3444
25 H 0.3327
26 H 0.4150
27 S -0.5791
28 C 0.0694
29 C -0.5245
30 C -0.3696
31 C -0.7764
32 C -0.3223
33 C 0.1004
34 S -0.6369
35 H 0.2795
36 H 0.3228
37 H 0.3592
38 H 0.3223
39 O -0.2044
40 C -0.5425
41 C -0.9286
42 C 0.6621
43 C 0.0234
44 C -0.8934
45 C -0.2818
46 C -0.7257
47 C -0.3190
48 N 0.2694
49 H 0.0238
50 H 0.1991
51 H 0.1533
52 H 0.5394
53 H 0.2903
54 H 0.5261
55 H -1.0248
56 H 0.4194
57 H 0.3608
58 H 0.3935
59 H 0.2931
60 C -1.3895
61 C 0.9751
62 O -0.6416
63 P 0.4344
64 O -0.6106
65 O -0.5651
66 O -0.4722
67 P 0.9202
68 O -0.6090
69 O -0.8940
70 O -0.8012
71 H 0.4327
72 H 0.3539
73 H 0.0038
74 H 0.4596
75 H 0.3299
76 H 0.3168
77 H 0.2240